[1]
98
Properties=species:S:1:pos:R:3 method="wB97M-V/def2-TZVPD" e_above_lowest_kj_mol=0.0 lumo_ha="0.0218 / -0.0657" multiplicity=2 s2=0.767
C -3.43847 1.06231 -0.84433
C -3.02373 3.48751 2.06163
H 0.32136 4.13552 1.75407
H -4.20179 -0.90682 -0.44865
C 0.87699 3.55842 -1.54513
H 4.18426 -2.12805 -3.27286
H -3.84119 4.54162 -2.51093
H 2.23664 -6.13955 6.08957
C -1.97479 3.03554 4.28085
C 0.02827 1.74953 4.55868
C 2.69972 -0.65600 1.30086
H -2.67491 -1.43059 5.65555
H 4.30625 -0.43458 -2.82515
C -1.95297 2.84672 2.89993
Se 0.45924 -1.02822 -2.29088
C 1.63310 -5.68125 5.32827
H -1.04494 2.66749 6.17322
H 2.33756 0.21504 -8.54246
H -3.61189 4.17959 2.66160
C -2.08235 -1.60321 4.77885
C 1.25674 -0.77245 -3.95249
H -3.70226 2.74939 1.63149
N 1.58528 -1.35012 1.43629
C 1.52130 4.75403 -1.83989
C 1.94443 -4.58195 4.57145
H 3.61937 -0.92646 -8.13701
C -4.58311 1.37874 -1.57358
Cu -0.42506 -1.17630 0.82883
N -1.26578 -1.44513 2.69709
H -2.83393 -0.18457 3.22007
H 1.85895 4.93156 -2.85317
H 1.47443 6.23332 1.19743
H 3.79700 0.77112 -7.72381
H -2.44818 -0.83850 -0.60060
C 3.66911 -1.09026 2.20515
N 0.14777 -3.88199 1.39078
C -1.04965 -2.49893 4.62410
H -2.76894 3.63409 4.71054
H 1.06157 2.91257 -3.58510
C 0.37736 -5.14263 0.98878
C 2.43873 -0.30145 -6.45475
H -0.39794 2.33916 -2.77646
H -1.81781 4.01708 -1.24109
H -1.44844 0.00739 -5.91308
C -2.17381 -0.97703 3.53491
C -2.43154 2.02513 -0.71251
C -1.03504 -0.29372 -4.95317
C -0.99973 2.49757 5.10603
H -5.35898 0.63030 -1.67498
C 0.04800 1.53195 3.19024
C 1.06189 -0.19497 -6.28580
Sb -0.60769 1.55343 0.30702
C -0.12034 -5.30046 -0.28445
H 3.09043 -1.46383 -2.05828
C 3.04698 -2.10902 2.89007
H 0.44631 0.07365 -7.13596
C -0.65271 -4.04754 -0.59586
C 0.66363 2.55735 -2.63551
H -5.63819 2.83682 -2.73049
C 2.65896 -0.88628 -4.10762
C -2.59420 3.26511 -1.32682
C 0.35913 -6.05671 4.86823
H -0.26261 -6.87439 5.19047
N -0.06750 -5.25373 3.91625
B 0.57852 -3.21675 2.73046
H 2.83147 -3.97706 4.60734
H -0.11233 -6.19082 -0.88380
C -0.92853 2.06894 2.35178
C 3.60066 -1.25043 -2.99260
N -0.56953 -2.39349 3.37270
N 1.79399 -2.25330 2.42506
H 0.85031 -5.84572 1.64665
H 0.82951 0.90512 2.78086
C -4.73856 2.61819 -2.17091
H -1.14162 -3.71699 -1.49764
H 4.67063 -0.72893 2.33789
C 1.30949 5.49090 0.42840
H -2.59994 4.04270 1.22349
H 1.16454 1.61971 -2.40671
H 3.44638 -2.72059 3.67571
C 3.21379 -0.64941 -5.35751
H -1.49791 -1.23427 -4.65127
C 0.65862 4.30327 0.73878
N 0.91941 -4.34003 3.72230
C 3.07816 -0.04600 -7.78933
C 1.73990 5.71650 -0.86467
H -0.63691 -3.22068 5.30463
C 0.45618 -0.42296 -5.06214
C 0.43453 3.33395 -0.23193
C -3.32437 -0.30284 -0.22007
N -0.48271 -3.19806 0.40082
H -1.32584 0.44002 -4.20143
H 2.74970 0.12618 0.55989
H 0.79170 1.31351 5.18701
C -3.73712 3.56919 -2.04894
H 4.28763 -0.74053 -5.47655
H 2.24455 6.63776 -1.12063
H -3.23456 -0.25944 0.86688

[2]
94
Properties=species:S:1:pos:R:3 method="wB97M-V/def2-TZVPD" lumo_ha="-0.2283 / -0.3866" multiplicity=5 s2=6.088 total_charge=+2
H -2.60865 -1.48883 2.73532
C -1.87402 -4.94681 1.95022
C -1.52232 -1.33809 2.81492
C -1.80952 4.54035 -1.55730
C -3.12394 -2.70036 -3.18393
H 1.07914 -4.67060 3.63948
H -1.21129 -5.66666 3.87400
H 0.92577 1.62566 2.23884
H 0.05128 2.40419 4.33710
C -1.68093 -4.50307 -3.89696
H -1.24721 5.22559 -0.92229
H -2.44385 -1.54248 -1.50093
H -1.66738 1.41374 -2.90274
C -2.22691 -2.37577 -2.17213
H -3.08474 1.06965 2.95442
C 0.31113 -0.97869 4.36391
N 0.68126 0.40684 3.95739
H 0.56056 -1.08247 5.43156
H -4.66239 4.46243 -3.43243
C -1.35826 3.22592 -1.76012
C -0.94154 -5.10712 2.97526
C 2.70753 -2.58730 -1.92992
H 0.17595 -4.71578 -2.81928
C -1.91769 -0.25199 4.93936
H 0.38408 4.39475 -3.23212
H 4.88891 2.53328 -2.20935
P 0.17460 -2.58974 -0.73353
C -1.02353 -3.10163 -2.03077
C -0.81508 3.94065 1.33534
C 4.25486 -4.45150 -1.93744
C 3.75449 3.90713 -3.43768
C 3.90241 2.94576 -2.43208
H -1.66224 -0.33390 6.00993
H 2.45067 3.92263 0.35891
H 0.67623 5.63758 3.89011
C 0.68360 -3.84593 1.69801
N -1.61419 1.12043 4.46799
H -4.04026 -2.11606 -3.30426
C 1.52219 3.05745 -1.97213
H 1.68238 -3.41884 1.61123
H 1.40630 -0.08348 2.05548
Cl 0.23878 -0.12071 -2.84448
H -2.87215 -5.38205 2.04768
H 0.05207 1.28153 5.75466
C -2.99589 4.97969 -2.15577
P -1.06125 0.22458 1.84857
C 0.66327 0.58791 2.52026
H -1.81018 3.64695 0.99837
C 1.69562 4.80485 2.17502
C 3.29793 -5.24155 -1.29547
C 3.94542 -3.12869 -2.27151
H -3.78372 2.17929 -3.93130
H 4.67141 -2.51409 -2.80694
C -2.01597 1.31097 3.06304
C -1.54278 -4.24326 0.79262
P 0.11980 2.56240 -0.91413
H 2.99017 -0.08311 -4.20472
C -2.86307 -3.77022 -4.04527
H -1.89417 2.36629 2.79266
C 0.33826 -4.55465 2.84745
C -0.75765 -4.15656 -2.90468
C 2.79447 2.50774 -1.70968
H -1.46928 -5.34410 -4.55586
H -3.34871 5.99291 -1.96228
H 2.26016 -0.07795 -3.99458
N -1.12782 -1.25669 4.20482
C -3.72452 4.12583 -2.98732
H 5.23163 -4.86826 -2.18433
H 4.62442 4.25391 -3.99655
H 2.67996 5.16081 2.49176
H 2.46419 -1.56420 -2.21581
C 2.48674 4.42051 -3.72680
H -3.57514 -4.03292 -4.82694
C -2.05838 2.40314 -2.66182
C 2.05141 -4.70488 -0.96381
H 2.91394 1.74803 -0.93236
C -0.17392 1.38287 4.67820
H 1.31682 -5.34650 -0.47330
C -0.25983 -3.68580 0.65869
C 0.57437 5.07361 2.95952
C 1.57297 4.09620 0.97918
C -3.23957 2.84077 -3.25606
C 0.31452 3.63646 0.55373
C 1.37140 3.99043 -3.00199
H -1.57914 4.84897 3.12480
C -0.68353 4.63697 2.53580
H -2.97932 -0.44776 4.76717
H -2.27495 -4.13310 -0.00765
C 1.75673 -3.36066 -1.23985
H 3.51224 -6.28080 -1.04700
H -1.01788 -2.17742 2.33617
H 0.86464 -1.71081 3.76230
Mn 0.20916 0.02617 -0.52830
H 2.35891 5.15998 -4.51729

[3]
104
Properties=species:S:1:pos:R:3 method="wB97M-V/def2-TZVPD" lumo_ha="0.0359 / 0.0357" multiplicity=2 s2=0.925 total_charge=-1
C -0.17150 3.51121 -3.95500
H 1.89575 -4.21429 4.43008
F 6.89928 1.19397 -2.62191
F 8.03215 0.98136 1.93617
C -6.06379 -1.51224 -2.23156
H 1.83793 -1.31067 5.41838
C -3.94553 4.24026 -2.50273
C -1.05588 -1.11280 6.40382
H -4.41510 3.72731 -1.66192
H -6.71655 -2.04537 1.60172
C -3.36098 3.23167 -3.50059
C -5.68480 -2.25819 1.88634
H -4.37846 -3.99199 1.98910
F -0.83414 4.95588 1.65667
H 1.06397 -3.64987 5.87787
C 1.86982 -1.57683 1.50813
C 0.76158 -1.42983 2.33975
H 2.82242 -3.58649 5.80130
H 4.17976 -3.07014 -1.53335
H -6.55024 0.28163 -1.13836
H -5.37012 -0.98863 -2.88994
F 1.24743 5.67473 0.12756
H -1.34501 3.27199 -5.77828
H 4.41356 -1.21457 -3.03518
F 1.50720 3.50885 1.93924
C -4.75791 -1.40716 1.07658
H -1.32732 -0.11950 6.04574
H 5.10941 -1.43568 0.89497
H -4.69758 4.86852 -2.98510
C 3.98485 -2.56995 -0.58179
H -5.65014 -2.50387 -2.04037
C -6.25291 -0.74785 -0.91647
H 0.22198 4.04741 -6.02152
H 3.54346 0.22028 -3.55007
H -5.55031 -4.05148 0.67410
C -2.44045 1.41317 -1.87800
N -1.22747 0.94833 -1.46108
F 5.50378 1.52508 2.60279
C -3.63929 0.86805 -1.46437
H -1.02834 -3.14886 5.67959
H -0.52862 4.50916 -3.69074
C 5.24615 1.61694 -0.98226
F 4.37890 1.77753 -1.98725
C 3.41422 -0.80142 -3.19005
C -0.30170 3.27060 -5.46147
C 1.88685 -1.21448 0.17475
C -0.28961 1.53004 -2.26290
C 2.67385 -1.62505 -4.24900
H -2.98040 3.76436 -4.37254
N -0.47315 -1.14339 1.84590
C 5.28991 -1.97965 -0.03432
C -1.37148 -1.45487 2.81946
C -5.40676 -3.75476 1.71474
C 1.49441 -0.00819 -1.61376
H 0.00130 -1.09378 6.66890
C -1.34300 -2.16401 5.32749
F 8.76338 0.83711 -0.67952
H -5.58979 -1.98988 2.94238
C 4.83463 1.71266 0.33853
C 7.12574 1.20170 0.97682
N -2.79059 -0.41358 0.41702
C -3.36532 -1.17246 1.39655
H 1.69307 -1.19303 -4.45359
H -3.36083 -1.97830 3.34320
Cr -0.84285 0.09659 0.30209
H -2.42160 -2.21526 5.17305
Se 3.00907 2.08487 0.96461
Sb 0.15724 4.10947 0.26532
H -3.15462 4.87224 -2.09788
H -4.54172 1.20287 -1.96099
H 0.88384 3.48703 -3.67623
H 5.72808 -1.27903 -0.74755
C -5.00927 -0.74174 -0.08361
C -0.91735 2.52245 -3.11359
H 3.23630 -1.65717 -5.18405
H 2.75341 -1.86494 4.04366
H 0.12842 2.30648 -5.74101
C -2.73661 -1.54581 2.57200
H -7.06769 -1.20104 -0.34946
C 2.92437 -1.52983 -0.77582
N 0.98887 -0.33821 -0.38773
C 2.67883 -0.78293 -1.88723
H -1.62646 -1.32006 7.31096
H 3.61426 -3.33400 0.10459
H 2.75630 -2.04786 1.91378
F -1.09105 5.00896 -1.00992
C 6.55053 1.32101 -1.33486
C 1.84401 -2.05245 4.61653
C 7.50071 1.12410 -0.35018
F -1.14233 1.48762 1.35201
H -6.07897 -4.35326 2.33267
H 1.61351 1.40567 -3.19507
C -0.67608 -1.84599 4.02169
C -2.25384 2.43269 -2.89016
C 0.65993 -1.81626 3.72509
H -4.14701 2.55457 -3.85075
H 2.52140 -2.65003 -3.90569
H 6.02249 -2.76375 0.16758
H -7.01270 -1.62961 -2.75825
C -3.77386 -0.08761 -0.46019
C 5.81098 1.49305 1.29862
C 0.98447 1.01236 -2.40663
F 2.78563 3.23643 -0.34506
C 1.90964 -3.45835 5.21698

[4]
105
Properties=species:S:1:pos:R:3 method="wB97M-V/def2-TZVPD" lumo_ha="0.0175 / -0.0759" multiplicity=6 s2=8.769
H 16.63137 15.79847 13.61334
C 15.30790 14.32647 14.20139
H 13.56769 18.04026 11.71688
N 11.03712 12.05331 10.13369
B 11.27138 15.30240 8.56006
C 14.91728 9.26902 8.71370
N 11.34442 14.74627 12.74150
C 15.31290 13.86971 9.12928
C 9.32417 9.41255 8.27294
C 15.64889 13.06689 14.62747
C 6.53356 13.83110 14.35289
C 14.19138 11.60423 8.97575
H 12.44050 10.07482 6.52504
H 9.52517 15.15221 15.32625
H 9.33681 7.62006 7.22005
C 11.38747 9.66077 10.25386
N 9.96181 10.72178 8.54064
H 9.54648 17.49329 12.19409
N 14.27635 14.59228 10.91532
N 13.86285 12.93204 13.28874
H 14.44307 8.20668 16.34543
H 14.41483 16.25801 12.48839
H 15.76124 10.70347 10.09428
H 13.45931 7.10717 14.39666
C 8.77035 14.71568 14.66888
C 10.16345 15.45655 12.77960
C 14.35808 12.91116 9.59593
C 10.15341 11.94109 15.67475
Cl 7.11763 10.37141 13.51880
H 9.76150 12.75697 8.23015
F 10.99889 14.79567 9.88832
F 11.50032 16.71671 8.71887
H 12.17594 10.00770 10.85148
C 15.18096 14.93707 9.99235
H 16.43942 12.83221 15.33249
H 13.87729 10.81712 12.16447
C 6.74514 13.99034 12.98136
H 8.19530 11.90634 8.15697
H 15.25320 16.44324 14.45836
H 9.03704 12.75023 5.98825
H 9.02800 10.92712 5.85084
F 10.15109 15.02733 7.71810
H 9.21677 8.89514 9.26299
C 13.21616 10.12694 7.27033
B 13.86422 15.25049 12.24550
C 10.04570 8.47594 7.31129
C 15.98248 15.66303 14.41386
C 13.32377 11.40815 7.88478
H 15.89812 16.66628 10.87433
C 7.73266 10.70164 16.08145
C 14.98538 10.52722 9.33705
H 11.05564 8.20046 7.61891
S 9.91714 11.60099 12.77266
H 10.80048 12.98937 9.73208
C 13.56563 8.88367 13.10548
C 13.95042 10.21671 13.04757
N 12.31115 15.65574 12.32829
C 9.67208 11.78696 16.95686
H 11.76771 8.88953 9.52732
H 13.16317 8.39356 12.19172
H 8.05442 14.50710 11.40751
H 8.30982 9.61151 7.90983
C 10.37504 16.75398 12.29300
C 12.49859 17.98885 11.41646
H 10.61150 9.17820 10.85057
H 5.94257 13.84675 12.28003
H 15.04842 16.91196 9.33886
C 14.24474 8.78400 15.40398
C 9.46010 11.80063 6.34469
C 14.67822 12.21581 14.09531
C 7.57847 14.23667 15.16967
C 9.26376 11.85446 7.86380
H 8.08707 10.95748 18.13374
H 13.98826 8.11385 7.07482
C 8.48584 11.10923 17.15365
H 14.92347 10.64470 16.29807
N 13.71830 13.34166 10.62591
C 14.53757 10.11944 15.39103
H 15.51492 8.43811 8.94401
C 8.93365 14.88376 13.29462
C 10.74692 10.90532 9.65017
H 12.67143 12.19129 7.58111
C 14.10411 9.10588 7.59100
H 16.00770 13.73036 8.28722
C 9.44758 11.44882 14.47390
H 7.51070 14.01532 16.21990
H 5.61158 13.50452 14.78292
C 14.44442 10.82211 14.18854
H 10.48252 11.84719 6.09494
Cl 11.66154 12.79450 15.54056
C 13.75964 8.16175 14.30392
C 7.93556 14.44974 12.44851
F 12.40350 14.72067 8.01484
N 14.27847 14.20155 13.33168
C 15.78610 16.29402 9.89096
H 16.70206 16.25191 9.27466
H 12.44140 17.81844 10.36613
H 6.76789 10.24924 16.25624
H 12.12561 18.98810 11.66760
Ru 11.89445 12.75944 12.13957
H 10.16458 12.28440 17.80728
C 8.20372 10.87665 14.76626
H 16.51865 15.62762 15.32277
H 10.13327 8.88179 6.34117
C 11.74721 16.84628 12.04396